Record 1
Here is a 2-piece molecular cluster, C2H3Cl3OSi overall at a distorted geometry from the Open Molecules 2025 dataset. Energies are from ωB97M-V/def2-TZVPD.

Output
E_HOMO = -0.3212 hartree
LUMO = 0.02 eV
Frontier orbital gap = 8.8 eV
Relative energy (zero: lowest compared OMol25 entry of this formula, charge and spin) = 1.923 eV
E_tot = -49615.9532 eV

Last column: natural (NBO) charge in e.
Positions of all 10 atoms, in Å:
C1 1.6768 0.0865 -0.4573  -0.148
C2 0.7902 0.0465 0.6980  -0.044
O1 1.3690 1.2312 0.3136  -0.488
Si1 -1.7726 -0.1149 -0.0156  1.150
Cl1 -1.8963 -1.9278 -0.8853  -0.351
Cl2 -2.7505 -0.1137 1.7450  -0.350
Cl3 -2.3959 1.3434 -1.2222  -0.327
H1 2.7046 -0.2492 -0.3850  0.184
H2 1.2467 0.0693 -1.4515  0.182
H3 1.0280 -0.3712 1.6604  0.192

=====

Record 2
Here is a 2-piece molecular cluster, C2H3Cl3OSi overall at a distorted geometry from the Open Molecules 2025 dataset. Energies are from ωB97M-V/def2-TZVPD.

Output
E_HOMO (spin up / spin down) = -0.2403 / -0.4212 hartree
LUMO (spin up / spin down) = 0.60 / -2.19 eV
Frontier orbital gap (spin up / spin down) = 7.1 / 9.3 eV
Relative energy (zero: lowest compared OMol25 entry of this formula, charge and spin) = 0.000 eV
E_tot = -49615.0965 eV
Multiplicity = 3

Last column: Mulliken spin population.
Positions of all 10 atoms, in Å:
C1 -1.0234 1.1708 0.1040  0.532
C2 -1.0800 1.9314 1.3119  0.185
O1 -0.1998 1.0644 -0.7144  0.284
Si1 -3.5082 -0.1251 -0.0730  0.758
Cl1 -4.0306 -1.4115 1.3973  0.098
Cl2 -4.6569 1.5010 0.0551  0.075
Cl3 -3.8417 -1.0031 -1.9158  0.084
H1 -0.8086 1.2818 2.1125  -0.005
H2 -2.1295 2.0501 1.3541  -0.008
H3 -0.3588 2.6973 1.3339  -0.004

=====

Record 3
Here is a 2-piece molecular cluster, C2H3Cl5 overall at a distorted geometry from the Open Molecules 2025 dataset. Energies are from ωB97M-V/def2-TZVPD.

Output
E_HOMO = -0.4125 hartree
LUMO = 0.48 eV
Frontier orbital gap = 11.7 eV
Relative energy (zero: lowest compared OMol25 entry of this formula, charge and spin) = 0.383 eV
SMILES = ClC(Cl)Cl.ClCCl
E_tot = -64734.3185 eV

Last column: natural (NBO) charge in e.
Positions of all 10 atoms, in Å:
Cl1 2.1531 -1.0763 -0.7643  0.034
C1 0.6761 -1.9870 -0.8539  -0.283
Cl2 0.4067 -3.0474 0.5187  0.029
Cl3 0.6147 -2.9114 -2.4365  -0.014
H1 -0.0749 -1.1982 -0.8122  0.231
Cl4 -2.1845 3.0359 1.1602  -0.049
C2 -0.6553 2.0233 0.9557  -0.370
Cl5 -0.1795 1.7905 -0.7611  -0.023
H2 0.1738 2.3085 1.6032  0.228
H3 -0.9302 1.0622 1.3902  0.216

=====

Record 4
Here is a 2-piece molecular cluster, C2H3ClFN overall at a distorted geometry from the Open Molecules 2025 dataset. Energies are from ωB97M-V/def2-TZVPD.

Output
E_HOMO (spin up / spin down) = -0.3247 / -0.3247 hartree
LUMO (spin up / spin down) = -0.12 / -0.12 eV
Frontier orbital gap (spin up / spin down) = 8.7 / 8.7 eV
Relative energy (zero: lowest compared OMol25 entry of this formula, charge and spin) = 2.503 eV
E_tot = -18849.2096 eV

Last column: natural (NBO) charge in e.
Positions of all 8 atoms, in Å:
C1 1.5619 0.2904 0.2463  -0.034
C2 -0.4549 1.5777 -0.1459  0.422
N1 0.3761 0.7267 0.2101  -0.395
F1 -1.7739 1.3025 0.0061  -0.338
Cl1 -1.7007 -1.7577 0.1907  -0.271
H1 1.9526 -0.2965 -0.5326  0.172
H2 2.0936 0.1967 1.0587  0.170
H3 -2.0547 -2.0399 -1.0335  0.275

=====

Record 5
Here is a 2-piece molecular cluster, C2H3ClFNO2 overall at a distorted geometry from the Open Molecules 2025 dataset. Energies are from ωB97M-V/def2-TZVPD.

Output
E_HOMO = -0.4122 hartree
LUMO = -0.77 eV
Frontier orbital gap = 10.4 eV
Relative energy (zero: lowest compared OMol25 entry of this formula, charge and spin) = 2.829 eV
SMILES = C=C(F)[N+](=O)[O-].Cl
E_tot = -22943.3972 eV

Last column: natural (NBO) charge in e.
Positions of all 10 atoms, in Å:
C1 1.2890 0.6275 -0.0974  -0.414
C2 0.5299 0.4057 -1.1406  0.436
F1 0.4247 1.2325 -2.1930  -0.284
N1 -0.3430 -0.7846 -1.1639  0.485
O1 -0.1249 -1.6090 -0.2955  -0.366
O2 -1.0318 -0.9629 -2.1284  -0.329
H1 1.5984 -0.0428 0.6691  0.247
H2 1.8147 1.5669 0.0605  0.225
Cl1 -2.5172 -0.5805 2.7597  -0.286
H3 -1.6397 0.1474 3.5294  0.286

=====

Record 6
Here is a 2-piece molecular cluster, C2H3ClN2 overall at a distorted geometry from the Open Molecules 2025 dataset. Energies are from ωB97M-V/def2-TZVPD.

Output
E_HOMO = -0.3555 hartree
LUMO = -0.50 eV
Frontier orbital gap = 9.2 eV
Relative energy (zero: lowest compared OMol25 entry of this formula, charge and spin) = 6.712 eV
E_tot = -17618.6963 eV

Last column: natural (NBO) charge in e.
Positions of all 8 atoms, in Å:
C1 2.0088 -0.8842 0.0426  0.336
C2 0.0289 -0.0141 -0.0507  -0.407
N1 2.8365 -1.5907 0.6388  -0.242
N2 3.2372 -0.7425 -0.4997  -0.278
Cl1 3.9634 0.8872 -0.0742  -0.059
H1 0.0940 0.4277 -0.9870  0.220
H2 0.1180 0.6936 0.8670  0.228
H3 -0.4399 -0.8237 0.2948  0.200

=====

Record 7
Here is an isolated ion of composition C2H3ClN2 and charge +2 at a distorted geometry from the Open Molecules 2025 dataset. Energies are from ωB97M-V/def2-TZVPD.

Output
E_HOMO (spin up / spin down) = -0.8334 / -0.8334 hartree
LUMO (spin up / spin down) = -13.34 / -13.34 eV
Frontier orbital gap (spin up / spin down) = 9.3 / 9.3 eV
Relative energy (zero: lowest compared OMol25 entry of this formula, charge and spin) = 1.229 eV
SMILES = C#[N+]C(=[NH2+])Cl
E_tot = -17601.1607 eV
Net charge = +2

Last column: natural (NBO) charge in e.
Positions of all 8 atoms, in Å:
C1 -0.7723 -2.3322 0.0350  0.746
N1 -0.3299 -1.1322 0.1032  -0.324
C2 0.6479 -0.1656 0.0804  0.434
N2 0.1675 1.0429 -0.0643  -0.547
Cl1 2.1727 -0.6806 0.5439  0.414
H1 -1.3688 -3.1523 0.2013  0.327
H2 -0.8034 1.3085 -0.0069  0.477
H3 0.5959 1.8531 -0.3065  0.474

=====

Record 8
Here is C2H3ClN2O as an isolated structure at a distorted geometry from the Open Molecules 2025 dataset. Energies are from ωB97M-V/def2-TZVPD.

Output
E_HOMO = -0.3345 hartree
LUMO = -0.14 eV
Frontier orbital gap = 9.0 eV
Relative energy (zero: lowest compared OMol25 entry of this formula, charge and spin) = 4.100 eV
E_tot = -19668.4700 eV

Last column: natural (NBO) charge in e.
Positions of all 9 atoms, in Å:
C1 -0.5561 -0.4551 -0.3803  0.143
C2 1.6688 0.2396 1.1787  -0.090
N1 0.8339 0.7436 -0.9063  0.018
N2 1.5702 0.6724 -0.0420  -0.023
O1 -0.3048 -1.0837 0.6000  -0.592
Cl1 2.8608 -0.8348 1.6549  0.084
H1 -1.2785 0.3628 -0.3462  0.118
H2 -0.5483 -1.0569 -1.3183  0.125
H3 1.4531 1.0150 1.8387  0.217

=====

Record 9
Here is C2H3ClN2O as an isolated structure at a distorted geometry from the Open Molecules 2025 dataset. Energies are from ωB97M-V/def2-TZVPD.

Output
E_HOMO = -0.4045 hartree
LUMO = 0.90 eV
Frontier orbital gap = 11.9 eV
Relative energy (zero: lowest compared OMol25 entry of this formula, charge and spin) = 1.625 eV
E_tot = -19670.9454 eV

Last column: natural (NBO) charge in e.
Positions of all 9 atoms, in Å:
C1 0.0366 -1.2703 -0.4996  0.137
C2 0.2479 0.4469 -1.5855  0.369
N1 -0.0447 -0.8118 -1.7901  -0.501
N2 0.1866 -0.3232 0.4112  -0.161
O1 0.4353 0.7922 -0.3960  -0.271
Cl1 -1.1398 0.8714 3.4086  -0.236
H1 -0.0163 -2.3582 -0.2412  0.223
H2 -0.1719 1.4733 3.0778  0.237
H3 0.4663 1.1797 -2.3851  0.203

=====

Record 10
Here is one molecule with the formula C2H3ClN4O at a distorted geometry from the Open Molecules 2025 dataset. Energies are from ωB97M-V/def2-TZVPD.

Output
E_HOMO = -0.3496 hartree
LUMO = 0.56 eV
Frontier orbital gap = 10.1 eV
Relative energy (zero: lowest compared OMol25 entry of this formula, charge and spin) = 2.848 eV
SMILES = [H]/N=c1\oc(Cl)nn1N
E_tot = -22648.1856 eV

Last column: natural (NBO) charge in e.
Positions of all 11 atoms, in Å:
H1 0.6319 -2.0610 1.7367  0.398
N1 0.4606 -1.8354 0.5224  -0.700
C1 -0.1684 -0.7417 0.2689  0.628
O1 -0.8715 0.0591 1.1885  -0.479
C2 -1.0099 1.2322 0.8359  0.447
Cl1 -2.0733 2.1253 1.8164  0.081
N2 -0.6701 1.4633 -0.3981  -0.298
N3 -0.3179 0.1039 -0.9127  -0.158
N4 0.9802 0.2303 -1.7185  -0.638
H2 1.1703 -0.6011 -2.3990  0.378
H3 1.8680 0.0251 -0.9405  0.340

=====

- Which value of E_tot does entry 8 give?
  -19668.4700 eV

=====

- What is the relative energy (zero: lowest compared OMol25 entry of this formula, charge and spin) in the tenth record?
  2.848 eV

=====

- Which value of E_tot does entry 5 give?
  -22943.3972 eV

=====

- relative energy (zero: lowest compared OMol25 entry of this formula, charge and spin) of number 7 (C2H3ClN2)?
  1.229 eV